{
  "formula": "C15H35FeK2N5O13P2",
  "method": "ωB97M-V/def2-TZVPD",
  "homo_lumo_gap_ev": [6.55, 6.18],
  "multiplicity": 7,
  "de_lowest_ev": 0.368,
  "homo_ev": [-8.7, -8.7],
  "elements": ["K", "K", "Fe", "P", "O", "O", "O", "O", "P", "O", "O", "O", "O", "C", "O", "N", "C", "C", "H", "H", "H", "H", "H", "H", "H", "C", "O", "N", "C", "C", "H", "H", "H", "H", "H", "H", "H", "C", "O", "N", "C", "C", "H", "H", "H", "H", "H", "H", "H", "C", "O", "N", "C", "C", "H", "H", "H", "H", "H", "H", "H", "C", "O", "N", "C", "C", "H", "H", "H", "H", "H", "H", "H"],
  "xyz": [[-0.58425, 3.36048, -3.43277], [2.45159, 1.21085, -4.32454], [-0.97898, -1.47037, -3.15484], [-2.10884, -3.10287, -4.21984], [-2.84153, -4.27258, -4.92613], [-2.69610, -2.25199, -3.07596], [-1.50502, -1.89493, -4.98107], [-0.81861, -3.32499, -3.35161], [0.13684, 0.33725, -2.35260], [-1.14476, 0.47490, -3.17840], [0.68102, -0.63865, -3.36037], [-0.28266, -0.82700, -1.44765], [1.04600, 1.54954, -2.05202], [2.52875, 4.84367, 2.03904], [2.19792, 5.99197, 2.16873], [2.24650, 4.14511, 0.90342], [2.72132, 2.79843, 0.83518], [1.64493, 4.67927, -0.28874], [3.12023, 4.30748, 2.79723], [1.76618, 2.40226, 0.49043], [2.99369, 2.37324, 1.80117], [3.60148, 2.56605, 0.23566], [2.20958, 4.62977, -1.21978], [0.81644, 4.06402, -0.63970], [1.48621, 5.75406, -0.20087], [4.08618, 0.13020, -1.25220], [4.90188, 0.88416, -1.69974], [4.24419, -0.54677, -0.09302], [3.18700, -1.42882, 0.40781], [5.41671, -0.32292, 0.80184], [3.04892, -0.00718, -1.59488], [3.50415, -2.46704, 0.50586], [2.27321, -1.37451, -0.18392], [2.83656, -1.20181, 1.41466], [5.56630, -1.06780, 1.58343], [6.36521, -0.19590, 0.28000], [5.23803, 0.58697, 1.37481], [0.40244, 0.09662, 1.96109], [0.75692, -0.78294, 2.68897], [-0.22403, 1.30333, 2.33776], [-0.22020, 1.77146, 3.77301], [-0.75044, 2.28954, 1.40218], [0.50932, 0.04859, 0.86635], [0.33252, 1.02513, 4.34362], [-1.26761, 1.77001, 4.07472], [0.19313, 2.75259, 4.00678], [-1.79376, 2.57678, 1.53284], [-0.02252, 3.10087, 1.40258], [-0.72964, 1.96153, 0.36291], [-2.63241, -4.65486, 1.52597], [-3.63753, -4.13189, 1.05266], [-1.44582, -4.58703, 0.95912], [-0.20377, -5.25367, 1.35664], [-1.22850, -3.65102, -0.15406], [-2.59127, -5.13641, 2.51522], [-0.38619, -6.04611, 2.08250], [0.57749, -4.54517, 1.63187], [0.26865, -5.67238, 0.46804], [-1.96678, -2.85081, -0.20611], [-0.22693, -3.24320, -0.01761], [-1.33701, -3.99414, -1.18294], [-5.70446, 1.06072, -0.16701], [-6.01776, 2.24278, -0.27287], [-4.43217, 0.51126, -0.37497], [-4.15777, -0.90065, -0.10258], [-3.37914, 1.29870, -0.99528], [-6.47304, 0.30463, 0.05614], [-3.34060, -1.06908, 0.59882], [-3.85106, -1.45135, -0.99182], [-5.04817, -1.43613, 0.22689], [-3.23542, 1.12375, -2.06151], [-3.64793, 2.34481, -0.84865], [-2.44479, 1.13020, -0.45986]],
  "forces_ev_per_a": [[-0.37, -0.56, 0.37], [0.24, -0.66, 0.33], [0.62, 1.16, 1.02], [-3.09, -5.46, -4.14], [2.30, 3.79, 2.35], [-3.58, -0.04, 1.60], [-0.13, 0.20, -2.39], [1.52, -3.23, 0.23], [0.84, 0.35, 0.76], [-3.15, 5.22, -0.20], [7.15, -0.79, -4.48], [-0.43, 0.86, 4.87], [-1.60, -0.64, -0.26], [-0.24, 0.86, -1.22], [-0.18, 0.96, 0.67], [1.83, 0.24, 0.57], [-1.05, -0.98, -0.06], [0.17, 0.60, -0.55], [-0.21, -0.29, -0.12], [0.77, -1.88, -0.41], [-0.50, 0.29, 0.30], [-0.26, 0.44, -0.75], [1.36, -0.30, 0.28], [-0.85, 0.18, 0.77], [-0.70, -0.25, 0.47], [-1.18, -1.04, 2.27], [1.06, 1.34, -1.52], [0.42, -0.85, 1.06], [-0.27, -0.13, 0.51], [-0.43, 0.57, -0.18], [0.10, -0.11, -0.60], [0.23, -0.07, -0.50], [0.22, -0.02, -0.43], [0.30, 0.59, 0.13], [-0.46, -0.52, -0.50], [-0.31, -0.07, -0.33], [0.02, 0.31, -0.10], [-1.48, 2.39, -0.72], [0.53, -0.47, 0.96], [0.65, -0.19, 1.06], [-0.61, -1.57, -0.94], [1.21, -0.44, -0.75], [-0.17, -0.09, -0.13], [-0.17, 0.00, 0.02], [0.06, 0.04, 0.38], [0.20, 0.13, -0.79], [0.14, 0.13, 0.70], [-0.64, 0.76, 0.23], [0.25, -0.68, 0.03], [-1.16, 0.50, 0.43], [0.31, -0.36, 0.54], [2.08, 0.60, -1.78], [-0.32, 0.01, -0.50], [-0.28, 0.45, -0.22], [-0.32, -0.36, -0.04], [0.12, 0.25, 0.09], [-0.32, 0.28, 0.83], [-0.43, -0.55, -0.18], [0.06, 0.10, 0.88], [-0.10, 0.21, -0.18], [0.35, -1.09, 0.25], [1.06, 0.18, -0.54], [0.70, -0.98, -0.07], [-1.38, 0.23, 0.11], [-0.15, -0.37, -0.61], [-0.38, 0.50, 0.74], [0.28, -0.14, 0.27], [-0.15, 0.38, 0.36], [0.01, 0.28, -0.37], [-0.01, 0.31, 0.31], [-0.09, -0.39, 0.06], [-0.05, 0.13, -0.05], [0.05, -0.24, -0.20]]
}